[1]
Computed, not measured: a cluster of 11 separate species, C54H100F18O27 in total in a non-equilibrium geometry, with wB97M-V/def2-TZVPD.

CARTESIAN COORDINATES (ANGSTROEM)
F (13.263, -9.850, -2.356)
F (-10.598, 4.396, 1.177)
F (6.109, 0.531, 0.254)
F (2.255, 9.765, 6.450)
F (-4.065, 2.737, 8.154)
F (4.422, 9.408, 6.829)
F (12.996, -7.949, -3.502)
F (-9.145, -5.117, 0.008)
F (-3.533, 4.748, 7.436)
F (-10.279, -3.656, -1.128)
F (-11.361, 2.455, 0.342)
F (8.075, 0.318, 0.889)
F (14.785, -8.300, -2.518)
F (-5.591, 4.232, 7.788)
F (-8.986, -3.012, 0.536)
F (-9.719, 2.523, 1.890)
F (7.410, 2.398, 0.775)
F (3.629, 11.356, 6.594)
O (8.866, 0.433, -4.554)
O (12.121, -6.844, -1.425)
O (1.383, -7.611, -3.682)
O (-3.042, 12.862, -2.101)
O (-6.743, -4.115, -0.640)
O (-2.112, -7.634, 5.422)
O (-4.101, -5.988, 11.137)
O (6.274, 1.406, -6.825)
O (1.850, -3.259, 1.631)
O (6.799, -0.287, 3.137)
O (0.442, -0.945, 0.371)
O (-5.194, 2.075, 5.730)
O (-7.812, -3.703, -2.591)
O (-9.687, 3.765, -1.380)
O (4.314, 9.024, 4.134)
O (3.488, 2.337, -6.777)
O (3.303, 11.127, 3.965)
O (-1.815, -7.774, -5.389)
O (-0.095, 2.381, -1.127)
O (5.831, 1.808, 3.205)
O (-8.514, 11.287, -4.393)
O (3.278, -9.534, -5.143)
O (-5.638, 11.279, -2.922)
O (-8.100, 2.539, -0.206)
O (13.485, -8.165, -0.072)
O (-4.163, 4.041, 5.062)
O (-3.992, -5.896, 7.597)
C (-3.657, 11.695, -1.517)
C (0.161, 0.020, -0.645)
C (8.030, 1.369, -5.132)
C (7.020, 1.084, 1.145)
C (9.514, -0.522, -5.436)
C (10.059, -5.761, -0.589)
C (-4.580, 3.298, 5.953)
C (4.335, -10.427, -5.597)
C (4.594, 8.860, 2.693)
C (-4.186, 0.722, 3.898)
C (6.555, 0.818, 2.590)
C (11.553, -6.013, -0.426)
C (3.724, 10.171, 4.636)
C (3.494, 10.183, 6.184)
C (-5.723, -2.510, -3.281)
C (-6.279, 10.487, -3.908)
C (-0.434, -7.817, -5.192)
C (-4.579, -6.187, 9.836)
C (-7.003, 2.741, -1.158)
C (-7.756, -3.930, -1.288)
C (3.179, -9.327, -3.692)
C (5.742, 7.839, 2.394)
C (13.072, -7.854, -1.149)
C (2.965, -3.788, 1.054)
C (4.644, 2.947, 4.872)
C (-9.812, 10.783, -4.631)
C (0.439, 1.425, -0.137)
C (-5.062, -5.642, 12.103)
C (-4.368, 10.830, -2.577)
C (0.358, -2.337, -0.099)
C (5.231, 0.814, -7.601)
C (-5.380, 1.461, 4.459)
C (-2.371, -8.182, -6.689)
C (-6.712, -3.647, -3.521)
C (0.152, 3.692, -0.645)
C (1.820, -8.855, -3.235)
C (-7.779, 10.319, -3.608)
C (4.084, 1.661, -7.925)
C (13.547, -8.482, -2.439)
C (-2.932, -8.677, 5.970)
C (-4.385, 3.773, 7.443)
C (-10.298, 3.102, 0.813)
C (-1.807, -6.527, 6.356)
C (-9.312, 3.166, -0.370)
C (-9.097, -3.877, -0.482)
C (6.744, 0.698, -5.724)
C (3.145, 1.683, -5.534)
C (-3.467, -6.271, 8.883)
C (-0.044, -7.335, -3.863)
C (5.281, 1.551, 4.533)
C (-2.923, 14.016, -1.284)
C (0.634, -3.417, 0.952)
C (-6.353, 4.092, -0.851)
C (-3.002, -5.467, 6.601)
H (3.763, 8.318, 2.241)
H (4.308, -11.429, -5.167)
H (2.206, 1.135, -5.616)
H (-3.885, -8.843, 5.467)
H (-4.420, 9.839, -2.126)
H (-4.664, -5.831, 13.100)
H (6.550, 8.278, 2.979)
H (4.396, 2.408, -8.655)
H (-7.987, 9.265, -3.793)
H (2.926, -4.875, 1.135)
H (-2.362, -9.605, 5.929)
H (-3.319, 1.380, 3.838)
H (0.616, -4.456, 0.625)
H (-4.422, 11.980, -0.794)
H (-0.144, -3.225, 1.691)
H (-5.671, 4.394, -1.646)
H (-7.044, 4.911, -0.653)
H (-3.916, 14.250, -0.900)
H (10.506, -0.181, -5.731)
H (-3.667, 10.733, -3.406)
H (-1.378, -6.938, 7.269)
H (-6.298, -4.656, -3.500)
H (5.823, 7.709, 1.315)
H (3.892, -3.456, 1.519)
H (-2.323, 13.770, -0.408)
H (-2.938, -7.219, 8.781)
H (-0.633, -2.415, -0.548)
H (-2.680, -5.568, 9.155)
H (9.635, -5.103, 0.169)
H (3.896, 0.976, -5.183)
H (3.031, -3.467, 0.014)
H (4.802, -0.090, -7.169)
H (-5.764, 4.178, 0.062)
H (-5.946, 9.449, -3.907)
H (-3.967, -0.107, 4.571)
H (-2.568, -4.498, 6.849)
H (1.212, 3.942, -0.592)
H (-6.192, 0.735, 4.483)
H (-5.333, -4.602, 12.285)
H (-2.112, -9.208, -6.951)
H (4.483, 3.115, 5.937)
H (3.565, -10.248, -3.255)
H (-10.453, 11.542, -5.080)
H (-2.141, -7.447, -7.461)
H (-0.181, -6.255, -3.895)
H (7.033, -0.330, -5.939)
H (8.590, 1.770, -5.976)
H (5.090, 3.805, 4.369)
H (-5.682, 2.259, 3.779)
H (-3.455, -8.124, -6.595)
H (3.606, 2.811, 4.570)
H (7.912, 2.177, -4.410)
H (-6.219, 1.992, -1.043)
H (-0.970, -6.036, 5.859)
H (3.802, -8.494, -3.366)
H (1.002, -2.507, -0.962)
H (-0.042, -8.819, -5.368)
H (4.459, 0.839, 4.453)
H (-6.056, 10.860, -4.907)
H (8.940, -0.817, -6.314)
H (9.712, -5.276, -1.502)
H (4.263, -10.547, -6.678)
H (5.187, -9.827, -5.277)
H (-2.992, -8.731, 7.057)
H (-7.459, 2.633, -2.142)
H (5.995, 1.182, 5.268)
H (-9.949, 9.828, -5.138)
H (-5.251, -2.597, -2.303)
H (-0.591, -7.790, -3.037)
H (-2.600, 14.964, -1.716)
H (9.490, -6.684, -0.476)
H (-5.182, -7.081, 9.682)
H (-0.344, 4.336, -1.371)
H (1.883, -8.793, -2.148)
H (5.474, 6.871, 2.818)
H (0.078, -7.285, -5.995)
H (11.705, -6.407, 0.579)
H (-3.456, -5.376, 5.614)
H (-4.927, -2.575, -4.022)
H (1.520, 1.405, 0.005)
H (0.019, 1.753, 0.813)
H (-10.299, 10.633, -3.668)
H (-5.313, -5.413, 9.611)
H (-6.378, -1.639, -3.292)
H (-7.034, -3.484, -4.549)
H (3.090, 2.490, -4.804)
H (-0.184, 3.954, 0.358)
H (-5.991, -6.203, 11.996)
H (5.783, 0.557, -8.505)
H (-0.853, -0.023, -1.045)
H (-8.067, 10.190, -2.564)
H (9.596, -1.471, -4.906)
H (1.090, -9.651, -3.386)
H (-4.382, 0.402, 2.875)
H (3.330, 1.100, -8.478)
H (4.911, 9.781, 2.204)
H (0.949, -0.025, -1.397)
H (5.974, 0.654, -4.955)
H (-2.829, 11.146, -1.070)
H (11.949, -5.001, -0.512)

Computed properties:
- Lowest unoccupied orbital energy: -0.1 eV
- E: -5946.05798 a.u.
- SMILES: CCOC(=O)C(F)(F)F.CCOC(=O)C(F)(F)F.CCOC(=O)C(F)(F)F.CCOC(=O)C(F)(F)F.CCOC(=O)C(F)(F)F.CCOC(=O)C(F)(F)F.COCCOCCOC.COCCOCCOC.COCCOCCOC.COCCOCCOC.COCCOCCOC
- Frontier orbital gap: 9.399 eV
- Highest occupied orbital energy: -9.496 eV
- Energy relative to the best compared isomer or geometry (same formula, charge and spin): 872.5 kJ/mol

[2]
Computed, not measured: a cluster of 8 separate species, C54H102N13O2S in total in a non-equilibrium geometry, with wB97M-V/def2-TZVPD.

CARTESIAN COORDINATES (ANGSTROEM)
S (3.287, -3.131, 0.829)
O (2.371, -2.267, -2.415)
O (7.056, -0.259, -0.068)
N (-2.765, -1.298, 3.814)
N (-1.979, -0.544, 7.554)
N (-5.395, 10.479, 1.928)
N (-4.529, 2.970, 9.399)
N (1.382, -0.802, -1.031)
N (0.694, -1.832, 1.010)
N (10.600, 0.338, 1.670)
N (6.370, -2.912, 2.177)
N (-5.616, 4.604, -0.267)
N (3.011, -1.404, 0.530)
N (-3.806, -0.096, 3.288)
N (-4.173, -3.910, -6.686)
N (2.978, -5.691, -6.890)
C (1.603, -1.367, 0.225)
C (-3.323, 0.831, 11.887)
C (2.601, -0.986, -1.889)
C (-2.882, 1.262, 10.486)
C (3.624, -8.021, -5.903)
C (3.028, 0.178, -2.821)
C (3.680, -4.222, -3.071)
C (-1.330, -1.672, 3.187)
C (2.311, 0.254, -4.213)
C (10.444, 3.912, 0.302)
C (-1.480, -2.519, 1.875)
C (-4.096, 0.929, 2.769)
C (-2.681, -6.083, -4.396)
C (-7.732, 3.782, -1.556)
C (-3.447, 7.198, 1.659)
C (-0.432, 0.956, 6.081)
C (-6.471, 2.320, -3.222)
C (6.718, -2.540, 0.786)
C (-6.546, 4.243, -0.834)
C (-0.831, 3.106, 7.392)
C (-3.594, 1.381, -4.988)
C (5.098, -1.377, -0.926)
C (9.111, 3.377, 0.815)
C (-5.416, 9.429, 2.389)
C (-5.873, 3.051, 4.079)
C (0.574, -1.100, -5.427)
C (10.011, 1.304, 1.857)
C (-5.436, 8.090, 2.977)
C (-2.620, -4.973, -3.352)
C (-4.043, 7.459, 3.037)
C (5.591, -8.430, -7.473)
C (-2.666, 0.595, -5.959)
C (-1.298, 0.115, 6.907)
C (-0.269, 1.620, -5.941)
C (3.354, -2.712, -3.371)
C (-0.744, -1.832, 0.674)
C (-3.311, 1.973, 12.897)
C (0.828, 0.566, -0.929)
C (0.197, 2.104, 6.877)
C (-2.377, -5.590, -5.812)
C (-1.591, 1.178, -6.603)
C (3.261, -6.715, -6.455)
C (-3.805, 2.219, 9.877)
C (-4.678, 3.312, 3.168)
C (3.648, -0.876, -0.706)
C (5.123, -8.310, -6.027)
C (-0.114, 1.186, -4.456)
C (-4.454, 2.204, 2.138)
C (-3.384, -4.648, -6.302)
C (0.791, -0.088, -4.232)
C (-3.068, -0.885, -6.174)
C (9.251, 2.534, 2.086)
C (-7.548, 2.380, -2.145)
C (6.051, -1.199, 0.305)
H (0.904, 2.628, 6.231)
H (-1.076, 0.993, -3.945)
H (0.364, 0.336, 5.661)
H (-3.650, 2.510, 1.461)
H (-4.531, 1.529, -5.567)
H (5.454, -7.494, -8.018)
H (2.921, -4.710, -2.437)
H (-6.018, 3.891, 4.760)
H (-2.534, -2.747, 1.637)
H (8.631, 2.791, 0.027)
H (-0.916, -3.459, 2.060)
H (-6.113, 7.447, 2.408)
H (4.685, -4.222, -2.594)
H (3.767, -4.763, -4.032)
H (-8.580, 3.770, -0.868)
H (-7.304, 1.669, -1.352)
H (-5.488, 2.572, -2.821)
H (5.699, -7.529, -5.526)
H (3.798, 0.195, -0.460)
H (7.817, -2.392, 0.707)
H (-1.162, -0.812, 0.600)
H (2.858, -2.706, -4.363)
H (-0.331, 3.925, 7.909)
H (-1.390, -5.122, -5.842)
H (-2.441, -1.452, -5.451)
H (10.942, 4.514, 1.064)
H (-3.295, 8.126, 1.105)
H (-1.701, 1.384, -7.687)
H (-2.340, -6.447, -6.488)
H (-0.470, -1.134, -5.776)
H (-3.377, -4.208, -3.536)
H (6.484, -3.404, 0.133)
H (1.611, 1.329, -0.726)
H (5.595, -0.867, -1.778)
H (5.589, -2.361, 2.523)
H (5.339, -9.247, -5.510)
H (-3.586, 1.605, 13.886)
H (-6.413, 1.315, -3.641)
H (-3.782, 3.443, 3.780)
H (5.042, -9.215, -7.998)
H (6.012, -3.862, 2.147)
H (7.785, -0.298, 0.566)
H (-2.477, 6.705, 1.755)
H (-3.877, 0.704, -4.149)
H (2.963, -3.672, -0.388)
H (3.343, -8.046, -4.847)
H (-5.841, 8.156, 3.989)
H (8.453, 4.222, 1.030)
H (-4.114, 6.509, 3.575)
H (0.590, 1.331, -6.579)
H (0.380, 2.020, -3.906)
H (-5.350, 2.076, 1.524)
H (11.115, 3.102, 0.012)
H (-4.841, 4.250, 2.634)
H (-1.638, -4.491, -3.350)
H (5.447, -0.802, 1.151)
H (0.768, 1.707, 7.719)
H (-3.666, -6.553, -4.365)
H (-4.324, 0.396, 11.848)
H (0.195, 0.869, -1.777)
H (-5.729, 2.153, 4.683)
H (-0.261, 2.740, -5.942)
H (-1.878, 1.693, 10.528)
H (0.941, -2.230, 1.916)
H (6.651, -8.683, -7.506)
H (-0.902, -2.444, -0.229)
H (-2.819, 0.379, 9.846)
H (-2.796, -5.383, -2.356)
H (4.295, -2.143, -3.384)
H (1.182, -0.731, -6.282)
H (-3.308, -2.152, 3.688)
H (-4.020, 2.757, 12.624)
H (-2.666, -1.171, 4.834)
H (-2.727, -1.155, -7.196)
H (-4.140, -1.076, -6.004)
H (-1.526, 2.643, 8.095)
H (-6.789, 2.929, 3.496)
H (-1.952, -6.852, -4.132)
H (-7.979, 4.491, -2.349)
H (-1.001, 1.355, 5.237)
H (-0.745, -0.742, 3.037)
H (0.173, 0.592, -0.033)
H (2.413, 1.303, -4.570)
H (-3.152, 2.329, -4.644)
H (-1.410, 3.531, 6.570)
H (-4.096, 6.548, 1.067)
H (-0.801, -2.251, 3.974)
H (5.106, -2.453, -1.199)
H (-6.695, 3.012, -4.038)
H (3.001, 1.170, -2.329)
H (0.404, -0.608, -3.338)
H (8.255, 2.269, 2.449)
H (10.284, 4.542, -0.573)
H (-8.496, 2.059, -2.579)
H (-2.317, 2.420, 12.969)
H (9.728, 3.121, 2.873)
H (-3.366, 8.098, 3.609)
H (0.959, -2.111, -5.200)
H (3.049, -8.804, -6.401)
H (4.106, 0.014, -3.036)
H (-2.648, 0.047, 12.238)
H (2.904, -0.355, -4.925)

Computed properties:
- Lowest unoccupied orbital energy: -3.0 eV
- E: -3378.60916 a.u.
- Frontier orbital gap: 4.545 eV
- Highest occupied orbital energy: -7.525 eV
- Net charge: +1